{
  "formula": "C6H6Cl2N2O3RhSSm",
  "method": "ωB97M-V/def2-TZVPD",
  "homo_lumo_gap_ev": [5.887, 4.572],
  "homo_ev": [-22.745, -24.014],
  "e_tot_ha": -2652.69415,
  "s2": 24.812,
  "multiplicity": 10,
  "total_charge": 4,
  "symbols": ["Sm", "Rh", "Cl", "Cl", "C", "C", "C", "O", "O", "O", "S", "C", "N", "C", "C", "N", "H", "H", "H", "H", "H", "H"],
  "positions_angstrom": [[-1.04387, 1.21225, -3.23384], [-1.28195, 0.18884, -0.54670], [-3.00481, 1.98085, -1.43701], [1.48368, 1.44766, -3.84837], [-0.05641, -1.07989, -0.83146], [-3.34523, 0.90948, -4.32020], [-1.24853, -0.08018, -5.46797], [0.81828, -1.86457, -0.82359], [-4.36449, 0.75809, -4.84392], [-1.40619, -0.51954, -6.51574], [-0.00340, 1.64713, 0.57022], [0.63840, 0.57535, 1.75140], [0.11649, -0.60687, 2.08979], [0.86290, -1.26830, 3.14426], [2.03420, -0.32310, 3.37867], [1.75144, 0.78558, 2.48099], [-0.75995, -0.97315, 1.71081], [1.18543, -2.26030, 2.81857], [0.23482, -1.38086, 4.03197], [2.99131, -0.78897, 3.12195], [2.07938, 0.02842, 4.41306], [2.31849, 1.61209, 2.35709]],
  "atomic_forces_ev_per_a": [[-2.8, 0.9, 0.8], [-3.1, 2.5, -1.0], [1.8, -1.0, -0.5], [1.7, 0.2, -0.5], [5.3, -5.8, 0.0], [-5.5, -0.6, -2.6], [-0.1, -2.2, -4.9], [-3.4, 3.3, -0.2], [4.7, 0.7, 2.5], [0.6, 1.7, 4.2], [0.1, 0.3, 0.9], [0.2, 0.4, -0.5], [0.4, -0.3, 1.1], [0.3, 0.7, -0.4], [-0.7, 0.2, -0.5], [-0.5, -1.3, 0.3], [0.2, 0.1, 0.2], [-0.1, -0.4, 0.0], [-0.3, -0.3, 0.3], [0.5, 0.1, 0.1], [0.3, 0.2, 0.3], [0.5, 0.5, 0.2]],
  "lowdin_spin": [5.14, 1.27, 0.03, 0.94, 0.08, -0.01, 0.00, 0.04, 0.00, 0.00, 0.32, 0.07, 0.36, 0.08, 0.09, 0.41, 0.01, 0.04, 0.04, 0.04, 0.04, 0.01]
}